1.
DFT (ωB97M-V with the def2-TZVPD basis set) results for a molecular structure, C48H52FGaOP at a distorted geometry.

Atoms and positions in Å:
1 O 5.92940 -0.26335 3.04872
2 P 5.47992 0.33926 1.65769
3 Ga 3.10756 0.32653 1.58093
4 F 2.58768 -1.31760 2.46577
5 H 5.89780 -0.55426 0.57023
6 H 6.04810 1.63544 1.38827
7 H 2.58293 0.31779 0.05830
8 H 2.46354 1.54408 2.42872
9 C 7.98697 -4.34018 -0.28545
10 C 8.76370 -4.68706 -1.39050
11 C 8.43805 -4.19617 -2.65454
12 C 7.34033 -3.34957 -2.81198
13 C 6.56586 -2.99969 -1.70624
14 C 6.88604 -3.49808 -0.44369
15 H 8.23906 -4.72569 0.69897
16 H 9.62311 -5.34124 -1.26660
17 H 9.03948 -4.47204 -3.51645
18 H 7.08930 -2.96299 -3.79618
19 H 5.71140 -2.33861 -1.82886
20 H 6.27918 -3.22973 0.41660
21 C 2.14481 6.34787 -0.18568
22 C 2.30148 5.55338 -1.32102
23 C 3.02394 4.36291 -1.24581
24 C 3.58190 3.96168 -0.03164
25 C 3.42199 4.75438 1.10456
26 C 2.70741 5.94950 1.02717
27 H 1.58460 7.27730 -0.24548
28 H 1.86083 5.86268 -2.26551
29 H 3.15153 3.74743 -2.13216
30 H 4.14078 3.03154 0.02829
31 H 3.85549 4.44073 2.05106
32 H 2.58773 6.56953 1.91127
33 C -0.98806 -0.95913 1.22449
34 C -1.39989 0.35697 1.43199
35 C -2.32346 0.94402 0.56758
36 C -2.84314 0.21088 -0.49964
37 C -2.43408 -1.10648 -0.70488
38 C -1.50347 -1.69048 0.15411
39 H -0.26568 -1.41519 1.89637
40 H -1.00009 0.92592 2.26765
41 H -2.63908 1.97170 0.72559
42 H -3.56658 0.66660 -1.17050
43 H -2.84040 -1.67821 -1.53565
44 H -1.18088 -2.71498 -0.00934
45 C -0.73924 -5.97394 3.51876
46 C -1.15107 -4.65785 3.72626
47 C -2.07464 -4.07080 2.86185
48 C -2.59432 -4.80394 1.79464
49 C -2.18526 -6.12130 1.58940
50 C -1.25465 -6.70529 2.44838
51 H -0.01686 -6.43000 4.19064
52 H -0.75127 -4.08890 4.56193
53 H -2.39026 -3.04311 3.01986
54 H -3.31776 -4.34822 1.12377
55 H -2.59158 -6.69302 0.75862
56 H -0.93206 -7.72979 2.28493
57 C -7.06449 2.63645 0.70559
58 C -8.38036 2.27405 0.41936
59 C -8.68229 0.95737 0.07293
60 C -7.66870 -0.00002 0.02233
61 C -6.35339 0.36164 0.31225
62 C -6.05007 1.68039 0.64962
63 H -6.82906 3.66344 0.97222
64 H -9.17116 3.01863 0.46552
65 H -9.70664 0.67679 -0.15659
66 H -7.90455 -1.02723 -0.24285
67 H -5.56387 -0.38494 0.27436
68 H -5.02442 1.96297 0.87004
69 C -0.65691 4.29550 -5.59534
70 C -0.43607 4.81213 -4.31898
71 C -0.68110 6.16024 -4.05945
72 C -1.15686 6.99032 -5.07490
73 C -1.38126 6.47277 -6.35031
74 C -1.12737 5.12670 -6.61220
75 H -0.46258 3.24556 -5.79810
76 H -0.07189 4.16369 -3.52601
77 H -0.50254 6.56398 -3.06656
78 H -1.35253 8.03983 -4.87157
79 H -1.75358 7.11942 -7.14111
80 H -1.29706 4.72511 -7.60735
81 C -3.72537 9.76090 -0.38709
82 C -3.56870 8.96641 -1.52243
83 C -2.84625 7.77594 -1.44722
84 C -2.28829 7.37471 -0.23305
85 C -2.44819 8.16740 0.90315
86 C -3.16278 9.36253 0.82576
87 H -4.28559 10.69032 -0.44689
88 H -4.00935 9.27571 -2.46692
89 H -2.71866 7.16046 -2.33357
90 H -1.72940 6.44457 -0.17312
91 H -2.01469 7.85376 1.84965
92 H -3.28246 9.98256 1.70986
93 C 2.26262 -12.16486 2.10759
94 C 1.54317 -12.57739 3.22874
95 C 0.77763 -11.65732 3.94444
96 C 0.72370 -10.32538 3.53267
97 C 1.44021 -9.91369 2.40928
98 C 2.21315 -10.83187 1.69904
99 H 2.86185 -12.88150 1.55207
100 H 1.57978 -13.61673 3.54548
101 H 0.22252 -11.97766 4.82190
102 H 0.12327 -9.60924 4.08742
103 H 1.39676 -8.87601 2.08758
104 H 2.77560 -10.50962 0.82714

Calculated values
Highest occupied orbital energy, eV: -4.9
Total energy, Ha: -4301.5407
Orbital gap, hartree: 0.257
Max |F|, eV/Å: 3.750
Total charge: -1
Molar mass, g mol⁻¹: 764.64
Lowest unoccupied orbital energy, eV: 2.06
2S+1: 1

***

2.
DFT (ωB97M-V with the def2-TZVPD basis set) results for a molecular structure, C48H52InN8SSi at a distorted geometry.

Atoms and positions in Å:
1 In 0.50668 -0.72682 0.49603
2 C 1.50238 -3.59532 -1.31487
3 N 1.82508 -3.06702 0.00063
4 C 3.26338 -2.85012 0.12583
5 C 3.65528 -1.61002 0.88363
6 C 4.68068 -1.61282 1.82303
7 C 5.12118 -0.40382 2.33813
8 C 4.54698 0.76878 1.87153
9 C 3.51428 0.67048 0.95683
10 N 3.07128 -0.48662 0.48613
11 C 1.35248 -3.93842 1.06363
12 C -0.13732 -4.15862 1.05213
13 C -0.68322 -5.16162 1.84833
14 C -2.05472 -5.34222 1.85723
15 C -2.83532 -4.52032 1.05973
16 C -2.19972 -3.55242 0.30223
17 N -0.88712 -3.36852 0.28943
18 C 1.11858 -2.51632 -2.31147
19 C 1.15908 -3.00622 -3.68957
20 C 0.90828 -2.44292 -4.87557
21 C -0.89352 -0.69242 -4.67477
22 C -0.92262 -0.29052 -3.17297
23 N 0.81328 -1.40052 -1.80197
24 H 2.33508 -4.18282 -1.72757
25 H 0.63468 -4.25602 -1.24647
26 H 3.75648 -3.72692 0.57033
27 H 3.67628 -2.70392 -0.87867
28 H 5.12988 -2.54102 2.14053
29 H 5.90478 -0.37532 3.07993
30 H 4.87878 1.73428 2.21803
31 H 3.02098 1.55208 0.57043
32 H 1.85358 -4.92182 1.02843
33 H 1.60168 -3.46092 2.01813
34 H -0.04412 -5.77112 2.46803
35 H -2.50532 -6.10302 2.47563
36 H -3.90872 -4.62162 1.02793
37 H -2.78102 -2.88452 -0.32127
38 H 1.45108 -4.05112 -3.73647
39 H 1.03478 -3.08472 -5.73997
40 H -1.37762 0.03498 -5.33177
41 H -1.50102 0.62308 -2.99847
42 C -1.03652 4.25158 -4.56687
43 C -0.02632 4.82718 -3.62137
44 C 0.38408 6.14818 -3.72317
45 C 1.34488 6.67338 -2.87517
46 C 1.92918 5.86668 -1.91477
47 C 1.52918 4.55018 -1.78827
48 C 0.53888 4.03148 -2.61957
49 N 0.11828 2.69058 -2.49657
50 C 0.11988 1.96938 -1.32597
51 N -0.11612 2.69948 -0.21247
52 C 0.21268 2.46208 1.13713
53 C 0.70508 1.24788 1.60543
54 C 1.13848 1.16848 2.92063
55 C 1.04528 2.24578 3.78063
56 C 0.48508 3.42578 3.32523
57 C 0.06608 3.55758 2.01183
58 C -0.52762 4.86368 1.55873
59 N 0.23868 0.68638 -1.28967
60 C 0.42428 -0.16352 -2.43377
61 C -1.74102 -1.54012 -2.96897
62 C -1.76252 -1.85532 -4.26017
63 C 0.49858 -1.03662 -5.20857
64 C 1.56338 -0.15372 -4.62497
65 C 1.57038 0.23398 -3.35437
66 C 2.75108 0.90568 -2.72587
67 H -1.49972 5.03928 -5.15487
68 H -1.81432 3.71148 -4.02827
69 H -0.55552 3.55608 -5.25777
70 H -0.06222 6.77978 -4.47597
71 H 1.64248 7.70498 -2.96807
72 H 2.70268 6.25438 -1.26877
73 H 1.99608 3.91628 -1.04627
74 H 0.07258 2.16608 -3.35827
75 H -0.32302 3.67258 -0.40147
76 H 1.55298 0.23508 3.28413
77 H 1.38638 2.16028 4.80213
78 H 0.38148 4.26548 3.99683
79 H -0.67812 5.51088 2.41893
80 H -1.49712 4.71678 1.08313
81 H 0.13328 5.38668 0.86473
82 H -2.15242 -1.96452 -2.07357
83 H -2.21272 -2.63762 -4.84327
84 H 0.48888 -0.94032 -6.29677
85 H 2.40138 0.07058 -5.26887
86 H 3.59788 0.89778 -3.40687
87 H 3.01468 0.36918 -1.81467
88 H 2.54688 1.94048 -2.45917
89 C -2.84922 -3.11192 4.84203
90 Si -3.13272 -1.23122 4.69043
91 C -1.85482 -0.17322 5.62713
92 C -4.88232 -0.82942 5.33193
93 C -3.04472 -0.73272 2.85333
94 C -4.10802 -0.14282 2.19723
95 C -4.00312 0.25608 0.86653
96 C -2.80272 0.05128 0.22763
97 N -1.76912 -0.52522 0.82793
98 C -1.86632 -0.91112 2.10553
99 S -0.46402 -1.64092 2.75893
100 H -2.81322 -3.41692 5.88323
101 H -1.91422 -3.40492 4.37533
102 H -3.65012 -3.66852 4.36313
103 H -1.95782 -0.28732 6.70203
104 H -1.97582 0.88128 5.39253
105 H -0.84262 -0.45472 5.35593
106 H -4.96702 -1.11862 6.37413
107 H -5.65312 -1.36532 4.78653
108 H -5.10472 0.23148 5.27313
109 H -5.03422 0.01358 2.72763
110 H -4.83322 0.71658 0.35313
111 H -2.63762 0.34218 -0.80187

Calculated values
Highest occupied orbital energy, eV: -9.6
Total energy, Ha: -3176.0059
Energy relative to the best compared isomer or geometry (same formula, charge and spin), kcal/mol: 88.48
Orbital gap, hartree: 0.263
Max |F|, eV/Å: 1.203
Total charge: +1
Molar mass, g mol⁻¹: 915.97
Lowest unoccupied orbital energy, eV: -2.46
2S+1: 1